(1)
46
Properties=species:S:1:pos:R:3:forces:R:3 method="wB97M-V/def2-TZVPD" lumo_energy_ev=0.4 e_above_lowest_ev=6.0770 smiles="[H]/N=C(/N)NCCC[C@H](NC(=O)[C@@H](N)Cc1ccccc1)C(=O)O" gap_ev=9.7 total_charge=0
C -1.499326 1.814285 -0.298115 0.00 0.65 1.42
C -0.477412 0.749188 -0.414122 3.12 -2.31 -0.01
C -0.672181 3.242172 -0.485662 2.35 -1.74 -1.29
C -1.523841 4.386509 -0.298952 -0.81 1.80 0.82
C -1.770154 4.907890 0.999134 -0.90 0.19 0.12
C -2.029521 5.066820 -1.388121 -1.67 1.01 0.82
C -2.694136 5.952943 1.281963 -0.03 -1.17 1.08
C -2.880603 6.173074 -1.100705 -0.88 1.20 -2.96
C -3.417394 6.544466 0.179982 3.19 -0.82 0.48
C 0.180359 -1.685146 -0.064568 -0.34 4.22 0.12
C -0.395846 -2.160699 -1.422527 -1.21 -2.32 -1.48
C -0.159954 -2.621630 1.034693 -0.74 -2.25 -0.83
C 0.946857 -3.661791 1.035252 1.88 -0.90 3.13
C 2.431694 -3.112247 1.469047 -2.82 0.05 2.11
C 3.992178 -4.834724 0.639504 -2.49 0.87 2.61
H -3.285791 2.057649 0.709491 2.29 -0.46 1.54
H -1.840843 2.514525 1.731056 -2.03 -2.67 -2.25
H -2.205776 1.426584 -1.117051 0.71 1.58 0.76
H -0.186318 3.290696 -1.562146 -1.11 -0.48 2.15
H 0.266549 3.440575 0.224585 -1.99 -1.48 -1.13
H -1.313465 4.390789 1.857733 0.02 0.48 -0.44
H -1.930689 4.721918 -2.443948 0.32 0.48 1.06
H -2.817873 6.138393 2.484947 -0.13 0.00 -3.47
H -3.047535 6.744990 -2.171460 -0.52 -1.02 3.21
H -4.079453 7.363252 0.440575 -0.06 -0.07 -0.76
H -1.288101 -0.325477 1.039520 1.24 -0.35 -0.60
H 1.259038 -1.357011 -0.232496 -1.29 -1.02 0.36
H -1.054805 -3.227953 0.676435 0.85 0.93 0.43
H -0.512089 -2.122352 1.934736 0.84 -0.08 0.31
H 0.741901 -4.541566 1.729702 0.14 1.20 -0.59
H 0.948430 -4.106315 0.088656 0.24 -0.55 -1.65
H 2.749270 -2.320494 0.731099 0.06 -0.68 1.11
H 2.096643 -2.700113 2.532602 1.29 -0.07 -2.23
H 3.970319 -3.946110 2.551288 1.49 0.15 1.42
H 3.475683 -3.479315 -0.819252 0.27 -4.22 1.29
H 5.364032 -6.095811 0.160651 -1.62 -0.39 2.22
H 4.192553 -6.829661 1.310633 1.00 2.20 -0.62
H 0.441234 -0.575824 -2.375312 -1.60 -2.18 0.31
N -2.310313 1.707914 1.059818 0.77 3.16 -1.53
N -0.413933 -0.294714 0.454607 -2.39 -0.87 -0.42
N 3.414092 -4.165277 1.790480 -1.64 0.12 -4.12
N 3.693072 -4.622315 -0.567753 0.36 4.43 -2.08
N 4.718594 -5.934366 1.025929 1.95 -2.61 -1.73
O 0.407667 0.720108 -1.293205 -0.86 1.53 -0.37
O -1.046277 -3.232501 -1.499736 1.92 3.54 0.14
O -0.091115 -1.470946 -2.560111 0.83 0.90 1.51


(2)
19
Properties=species:S:1:pos:R:3:forces:R:3 method="wB97M-V/def2-TZVPD" lumo_energy_ev=-3.3 e_above_lowest_ev=1.9279 gap_ev=10.5 total_charge=+1
N -0.287379 -0.690816 0.125188 -0.19 -1.85 5.33
C 1.008230 -0.450247 -0.556049 -1.29 0.27 0.04
C 0.949368 0.898493 -1.229422 2.74 -1.20 -0.75
N 2.460827 1.247248 -1.422212 -2.86 1.33 -1.23
H -0.605663 0.180022 0.912761 1.08 -2.29 -1.56
H -1.155191 -0.873334 -0.324777 -0.65 -0.07 -1.65
H -0.228484 -1.707137 0.677253 -0.20 3.51 -1.34
H 1.716110 -0.317806 0.216078 0.80 -0.17 1.09
H 1.289915 -1.363155 -1.074268 -0.01 0.43 -0.70
H 0.522710 0.824841 -2.184997 -0.89 0.05 -1.26
H 0.368869 1.566108 -0.601942 0.16 0.46 0.04
H 2.482243 1.900711 -0.657583 1.29 0.60 0.22
H 2.502604 1.859984 -2.306454 0.10 -1.16 1.80
H -1.481103 1.929502 1.255372 -0.56 1.16 -0.61
H -0.636540 1.704572 2.519281 -0.09 -0.04 -0.04
O -1.189378 1.266589 1.856869 0.60 -1.02 0.53
H -2.358918 -3.399723 0.852435 -0.12 1.08 -0.97
H -2.863373 -2.118264 1.388722 -0.12 0.32 -0.47
O -2.494850 -2.457592 0.553742 0.21 -1.42 1.52


(3)
9
Properties=species:S:1:pos:R:3:forces:R:3 method="wB97M-V/def2-TZVPD" lumo_energy_ev=0.3 e_above_lowest_ev=3.5639 gap_ev=8.6 total_charge=0
C 0.900004 -1.187985 0.064103 -0.16 4.73 -0.88
C 0.637134 0.923912 -0.089040 2.76 -2.36 1.43
N -0.305688 -1.522484 0.039378 0.62 -1.35 -0.54
N -0.632144 0.813916 0.133364 1.17 0.06 -0.73
N -1.165459 -0.515297 0.199138 -2.44 2.23 0.78
F 2.030512 -1.863467 -0.067696 -1.50 0.06 0.21
S 1.781362 2.085565 -0.023330 -0.85 -0.61 -0.46
H -1.189913 1.672664 0.039540 -0.28 -1.10 0.30
H -2.055805 -0.406826 -0.295457 0.68 -1.65 -0.12


(4)
14
Properties=species:S:1:pos:R:3:forces:R:3 method="wB97M-V/def2-TZVPD" lumo_energy_ev=0.3 e_above_lowest_ev=3.0863 smiles="C[C@@H]1SC=CS1(=O)=O" gap_ev=9.7 total_charge=0
C 0.547113 1.912796 0.193147 1.86 0.39 -1.49
C -0.684028 1.582634 0.470526 -3.20 1.76 2.32
C 0.311987 -0.718358 -0.639424 -0.06 5.51 0.23
C 0.813732 -1.671512 0.263052 3.64 -2.74 2.73
O -1.947751 0.407871 -1.490210 0.41 -0.26 1.08
O -2.032771 -0.639641 0.810579 0.71 0.61 -1.02
S 1.532972 0.881245 -0.844745 -1.60 -2.18 0.35
S -1.312886 0.110588 -0.214460 0.01 -0.87 -0.07
H 1.126286 2.840611 0.310265 -0.89 -0.23 0.69
H -1.496215 2.190062 1.106010 2.16 -1.36 -1.55
H 0.060264 -1.058706 -1.568825 -0.19 -0.93 -2.66
H 1.853628 -2.110431 -0.091438 -2.41 0.26 0.05
H 0.014533 -2.407749 0.442822 0.67 -0.24 0.01
H 1.213131 -1.319405 1.252698 -1.11 0.28 -0.70


(5)
9
Properties=species:S:1:pos:R:3:forces:R:3 method="wB97M-V/def2-TZVPD" lumo_energy_ev=0.4 e_above_lowest_ev=1.8291 smiles="N#C/C(F)=C/N" gap_ev=9.3 total_charge=0
C -0.578134 0.856899 0.551228 -2.34 1.88 3.91
C 0.033261 -0.082570 -0.092764 1.75 -0.41 -1.92
C -0.345592 -1.371969 -0.284603 -1.22 -2.82 -0.06
H -0.745477 2.825146 1.209239 2.31 -2.12 -0.87
H 0.984402 2.292962 0.702478 -2.96 -0.48 0.26
H -1.489000 0.785951 1.257963 0.99 -1.17 -2.10
N -0.053096 2.037697 0.906847 1.64 4.22 0.21
N -0.550592 -2.487098 -0.475283 -0.18 -0.14 -0.01
F 1.202076 0.091955 -0.803756 0.01 1.04 0.58


(6)
100
Properties=species:S:1:pos:R:3:forces:R:3 method="wB97M-V/def2-TZVPD" s_squared=2.0084 lumo_energy_ev="0.6 / 0.3" gap_ev="8.9 / 9.7" total_charge=0 spin_multiplicity=3
C 0.614646 -7.235022 7.186970 0.19 -0.26 0.02
O -0.619327 -6.941505 6.551523 -0.42 0.15 -0.30
B -0.683454 -6.536661 5.249700 0.03 -0.12 -0.15
O 0.449638 -6.667086 4.468783 0.28 -0.11 0.85
Si -2.469452 -5.886299 4.494093 0.21 0.25 0.30
C -2.299683 -4.344229 3.396686 -0.18 0.13 -0.21
C -2.721450 -3.063285 4.154657 0.09 0.08 -0.21
C -1.823716 -2.755500 5.368998 -0.04 0.27 0.17
C -0.798857 -1.635743 5.080609 0.04 -0.10 0.20
C 0.557858 -1.799427 5.803860 0.02 -0.16 -0.15
C 1.573252 -2.360047 4.794792 -0.22 0.18 0.56
C 2.897638 -2.847603 5.380470 0.21 0.28 -0.27
C 3.636773 -3.734459 4.384040 0.05 -0.05 0.13
O 3.890057 -3.004700 3.165062 -0.18 -0.16 -0.59
C 3.082824 -3.135001 2.078064 -2.01 -1.26 0.71
C 3.626921 -2.363117 0.907454 -0.27 -0.09 0.17
O 2.012445 -3.779768 2.090644 2.77 1.40 -0.07
H 1.250955 -6.347878 7.184452 0.07 -0.08 0.03
H 0.391512 -7.521294 8.220375 0.07 0.05 -0.25
H 1.138414 -8.053175 6.676596 -0.09 0.19 0.15
H 0.729340 -5.947782 3.910699 -0.24 0.26 -0.63
H -3.154495 -6.976660 3.752961 0.05 0.00 0.00
H -3.344304 -5.463005 5.621636 -0.07 -0.15 -0.05
H -2.955366 -4.475577 2.524045 0.13 0.03 0.13
H -1.283928 -4.242007 2.980850 -0.16 0.01 0.19
H -2.668011 -2.204051 3.466349 -0.10 -0.18 0.14
H -3.774906 -3.148275 4.449794 0.21 -0.07 0.02
H -2.429947 -2.461006 6.238463 0.13 -0.13 -0.19
H -1.296884 -3.667190 5.679648 0.03 0.05 -0.06
H -1.247672 -0.662977 5.325351 0.03 -0.20 -0.19
H -0.593757 -1.657314 4.003469 -0.06 0.23 0.09
H 0.911176 -0.853318 6.230751 -0.04 -0.09 -0.11
H 0.454674 -2.497768 6.645610 -0.03 0.10 -0.07
H 1.785784 -1.563504 4.070185 -0.13 -0.30 -0.09
H 1.070692 -3.179010 4.264604 0.22 0.11 -0.02
H 2.748447 -3.373793 6.330024 0.00 -0.14 -0.17
H 3.554507 -1.989627 5.601221 -0.24 -0.17 0.03
H 3.091152 -4.657302 4.164632 -0.03 0.18 -0.06
H 4.637544 -3.997907 4.751003 -0.28 0.04 -0.08
H 3.047203 -1.433815 0.790573 0.16 -0.44 0.01
H 4.671725 -2.090338 1.051780 -0.08 -0.14 0.03
H 3.501846 -2.969093 0.006988 -0.02 0.16 0.08
C 2.157186 3.813348 -0.391278 0.03 -0.10 0.11
C 2.165706 2.381088 -0.954627 0.22 0.26 0.21
C 1.059053 2.205693 -1.993595 -0.19 -0.09 -0.18
C -0.343934 2.155874 -1.391144 0.07 -0.01 0.10
C -0.434323 1.097528 -0.292632 -0.03 -0.06 -0.23
C 0.635389 1.259012 0.788433 0.15 0.14 0.32
N 1.976016 1.354844 0.122693 -0.24 -0.73 -0.71
O 2.483569 0.198936 -0.172443 -0.22 1.04 0.24
C 0.336269 2.478000 1.668840 0.14 0.00 -0.03
C 0.678542 0.036519 1.685907 -0.20 -0.24 0.11
C 3.528299 2.131912 -1.581750 0.06 0.01 -0.16
H 1.163307 4.251214 -0.339847 -0.01 -0.02 0.00
H 2.600278 3.845640 0.603773 0.04 0.02 0.00
H 2.751255 4.450836 -1.043883 0.01 0.00 -0.04
H 1.238240 1.277757 -2.544978 0.05 -0.03 0.05
H 1.130949 3.018955 -2.718447 -0.02 0.00 -0.05
H -0.631887 3.136506 -1.001825 0.01 0.01 0.01
H -1.058966 1.921211 -2.181425 -0.02 0.01 -0.01
H -1.411895 1.119242 0.194018 -0.05 0.00 -0.02
H -0.323963 0.106409 -0.743302 0.06 0.00 0.02
H 1.167070 2.672070 2.347864 0.00 0.00 0.03
H -0.548670 2.260753 2.266439 -0.01 -0.04 0.02
H 0.132320 3.385327 1.109758 -0.01 -0.02 -0.01
H 0.801682 -0.881774 1.117387 0.00 -0.01 0.01
H -0.260305 -0.029013 2.236405 -0.02 0.02 0.05
H 1.497330 0.108033 2.403537 0.00 0.04 0.01
H 4.319385 2.198331 -0.834140 0.00 0.02 0.01
H 3.694711 2.897495 -2.338856 0.05 0.02 -0.04
H 3.583466 1.155224 -2.053325 0.00 -0.01 0.02
C -3.736269 3.665277 -5.198221 0.10 -0.09 0.02
C -2.307479 4.234324 -5.225198 -0.15 -0.26 0.22
C -2.187835 5.358365 -6.254914 0.09 0.13 -0.13
C -2.211129 4.867088 -7.701078 -0.01 -0.08 0.06
C -1.157687 3.784721 -7.928553 0.05 0.19 -0.06
C -1.260515 2.620936 -6.942287 -0.11 -0.33 0.16
N -1.286835 3.181407 -5.550841 0.76 0.74 -0.20
O -0.105714 3.460508 -5.094723 -0.76 -0.39 -0.10
C -2.492862 1.759729 -7.240472 0.01 0.03 0.13
C -0.033673 1.728129 -7.041586 0.09 -0.06 -0.17
C -1.979273 4.755180 -3.834045 -0.06 0.17 0.08
H -4.228243 3.686261 -6.167376 0.02 0.00 -0.01
H -3.740868 2.639103 -4.832314 -0.01 0.00 0.04
H -4.342051 4.265035 -4.520706 0.00 0.04 0.02
H -1.250210 5.893118 -6.076465 0.03 -0.04 0.03
H -2.999293 6.066684 -6.072842 -0.01 0.05 -0.03
H -3.204303 4.495874 -7.966596 -0.01 -0.02 0.02
H -2.013754 5.707460 -8.368064 -0.03 0.01 -0.02
H -1.231781 3.376960 -8.938727 0.00 0.03 -0.05
H -0.162551 4.229884 -7.836128 0.01 -0.02 0.06
H -2.638317 1.016888 -6.455910 0.00 -0.03 0.00
H -2.325480 1.234075 -8.179828 0.04 -0.03 -0.02
H -3.411738 2.326671 -7.349294 0.02 0.01 -0.02
H 0.887057 2.291084 -6.921195 -0.01 0.01 0.02
H -0.033381 1.258204 -8.025120 0.03 -0.05 -0.03
H -0.059030 0.947341 -6.281418 -0.02 -0.01 0.01
H -2.000634 3.947926 -3.101389 -0.03 -0.01 0.00
H -2.733705 5.493458 -3.562471 -0.02 0.03 0.06
H -1.000341 5.224462 -3.798260 0.01 -0.02 -0.01


(7)
12
Properties=species:S:1:pos:R:3:forces:R:3 method="wB97M-V/def2-TZVPD" lumo_energy_ev=-0.8 e_above_lowest_ev=2.0588 gap_ev=9.4 total_charge=0
C 0.287271 -0.514572 1.072936 4.13 -2.34 -0.80
N 0.920958 0.529801 0.743349 0.62 4.03 -0.68
N -1.255298 1.342105 -0.084501 -0.96 0.87 -1.21
N 2.204039 0.677366 0.262424 0.89 -2.99 1.57
N -1.968844 0.610514 0.543955 1.81 0.18 -0.43
O 2.662856 1.790690 0.111511 -0.94 -1.23 -0.12
O 2.851345 -0.412494 0.113872 -0.52 2.08 -0.28
O -3.023827 0.322077 0.933792 -0.85 0.17 0.03
O -0.964476 -0.571366 1.143782 -2.77 -0.63 1.09
O 0.861969 -1.708738 1.317653 -2.08 -0.08 0.43
H -1.695338 2.078896 -0.671696 -0.31 -0.61 0.85
H 1.812152 -1.666799 1.310969 0.98 0.57 -0.45


(8)
12
Properties=species:S:1:pos:R:3:forces:R:3 method="wB97M-V/def2-TZVPD" lumo_energy_ev=0.6 e_above_lowest_ev=3.0277 gap_ev=8.3 total_charge=0
C 0.353112 -0.119928 0.072920 1.78 0.29 -1.94
C -1.088824 1.815043 -0.838752 0.85 0.52 0.10
C -1.114516 -1.327696 1.579668 -1.19 -1.86 0.29
C 1.566184 -0.036492 -0.827372 0.36 1.71 1.17
N -0.302187 -0.849024 0.730915 1.71 0.84 0.92
O -0.193286 2.177411 -1.486708 -0.80 0.13 -0.19
S -2.280026 1.468970 0.096489 -0.73 0.07 -0.01
H -1.749208 -1.983058 1.013985 -1.09 -0.39 0.59
H -0.943121 -1.521174 2.653680 0.28 0.57 -0.87
H 1.363493 0.793060 -1.548879 0.12 -1.31 0.05
H 2.056071 -0.936134 -1.243868 -0.68 0.31 0.22
H 2.332306 0.519023 -0.202078 -0.61 -0.88 -0.34


In the order shown, the computed strongest force on any atom values come out to 0.095 0.110 0.094 0.107 0.096 0.060 0.094 0.052 hartree/bohr.